No. 1
C31H39N11OSSr | ωB97M-V/def2-TZVPD

```
84
Properties=species:S:1:pos:R:3:forces:R:3
Sr 0.630574 -1.092504 0.405567 0.42 4.01 -2.08
C 1.254351 -2.801365 2.551659 -0.21 0.13 -0.02
C -0.053970 -3.201932 1.772737 -0.08 0.39 0.44
C -1.328924 -2.428160 2.154452 0.15 0.00 -0.28
C -2.259486 -2.983187 3.017427 -0.02 -0.09 0.07
C -3.387320 -2.251009 3.355756 -0.05 -0.07 0.07
C -3.557304 -0.982073 2.823818 -0.12 -0.02 0.08
C -2.601670 -0.505340 1.951298 0.40 -0.15 -0.21
N -1.507288 -1.203690 1.610483 -0.82 -0.37 0.82
N 1.673789 -1.367038 2.450963 0.57 -0.55 2.12
C 3.138735 -1.247130 2.590540 -0.09 -0.15 -0.26
C 3.891199 -1.596346 1.315614 -0.28 0.00 -0.10
C 5.245450 -1.877925 1.392780 0.10 -0.02 0.07
C 5.941330 -2.156437 0.229618 0.13 -0.02 0.03
C 5.258274 -2.158261 -0.975460 0.08 -0.02 -0.09
C 3.910178 -1.866384 -0.968938 -0.28 0.13 0.34
N 3.218591 -1.575768 0.151171 0.54 -0.23 0.26
C 0.978632 -0.483512 3.429738 0.45 0.07 -0.21
C 1.292306 0.981315 3.140885 0.09 -0.16 -0.47
C 1.415418 1.889631 4.179411 0.03 0.04 0.08
C 1.824090 3.185022 3.898676 -0.01 0.02 0.09
C 2.130315 3.521000 2.589892 0.02 0.12 0.04
C 1.940669 2.569349 1.605748 -0.21 -0.40 -0.06
N 1.494581 1.323905 1.848285 0.04 0.05 0.48
H 2.058495 -3.403255 2.127075 0.03 0.04 -0.02
H 1.159593 -3.098368 3.597659 -0.11 0.02 0.11
H -0.209914 -4.257041 1.972540 -0.03 -0.08 0.02
H 0.097851 -3.133246 0.681198 -0.32 -1.04 0.45
H -2.104574 -3.980774 3.413032 -0.02 0.08 -0.02
H -4.130514 -2.671075 4.024497 0.07 0.04 -0.04
H -4.420289 -0.378517 3.075429 0.05 -0.05 -0.03
H -2.704344 0.474462 1.492765 0.03 -0.08 0.01
H 3.506198 -1.863375 3.418483 0.01 -0.03 0.01
H 3.386925 -0.216395 2.836397 -0.08 0.09 0.05
H 5.747251 -1.874280 2.354672 -0.05 -0.03 -0.08
H 7.002904 -2.374141 0.263464 -0.09 0.00 0.00
H 5.759956 -2.382127 -1.909014 -0.05 0.03 0.08
H 3.347777 -1.848789 -1.889141 -0.08 0.01 -0.07
H 1.266653 -0.728072 4.456544 0.13 0.03 0.05
H -0.095480 -0.629199 3.382071 -0.07 -0.14 -0.10
H 1.221939 1.575778 5.199402 0.04 0.03 -0.08
H 1.933631 3.912413 4.695703 0.01 -0.08 -0.06
H 2.518881 4.500258 2.335667 -0.07 -0.09 0.01
H 2.170550 2.801520 0.571058 -0.03 -0.02 0.08
N -3.202282 3.964391 -3.942652 0.06 -0.13 0.15
C -2.245583 3.302616 -2.959658 0.21 0.07 0.06
C -1.161531 2.585675 -3.737861 0.01 0.00 -0.35
C -0.173754 1.899383 -2.784322 -0.22 0.05 0.37
N -0.729460 0.722567 -2.104922 0.37 0.51 0.41
C 0.376435 2.934844 -1.785310 -0.33 -0.34 -0.09
C -0.691358 3.738790 -1.039400 -0.13 -0.26 0.00
N -1.451159 2.885164 -0.100237 0.09 0.03 -0.39
C -1.655095 4.367459 -2.047796 -0.21 0.22 -0.02
H -3.582508 3.283871 -4.600458 -0.03 -0.08 -0.06
H -2.712129 4.675522 -4.484353 0.07 0.09 -0.09
H -3.982144 4.417470 -3.467686 -0.07 0.05 0.06
H -2.837087 2.597448 -2.380493 -0.15 -0.02 -0.02
H -0.616182 3.321647 -4.349912 -0.07 -0.12 0.05
H -1.582720 1.830906 -4.414064 0.00 0.12 0.05
H 0.660652 1.542687 -3.373127 0.18 -0.03 -0.16
H -1.023755 0.003294 -2.752540 -0.04 -0.10 0.08
H -1.498617 0.970795 -1.496734 -0.20 -0.09 -0.06
H 1.016357 3.639178 -2.323803 0.03 -0.07 0.05
H 0.988758 2.389277 -1.072940 0.19 0.02 0.08
H -0.204246 4.559203 -0.513487 0.14 0.12 0.06
H -1.971421 3.456742 0.554365 -0.02 0.05 0.03
H -0.800769 2.333855 0.446268 0.08 0.00 0.12
H -1.099363 5.096615 -2.655867 -0.09 -0.06 0.11
H -2.442711 4.909970 -1.507260 0.07 -0.05 -0.11
O 0.323803 -2.183240 -1.373530 -0.15 -1.41 -1.68
N 0.066464 -2.901844 -2.418334 0.05 0.03 0.13
C 0.576058 -2.477702 -3.526789 0.18 0.07 -0.94
C 1.391230 -1.273985 -3.604860 -0.41 -0.65 0.12
N 2.027180 -0.317404 -3.618608 0.09 0.08 -0.03
C 0.288855 -3.223466 -4.737417 0.08 0.21 0.23
N 0.048559 -3.792540 -5.707800 0.07 0.16 0.24
S -5.261403 -2.638335 -0.589107 -0.24 -0.04 0.08
C -4.074955 -3.765553 -1.068301 0.00 -0.19 0.00
C -2.930077 -3.118216 -1.401738 0.03 0.56 0.07
N -2.973175 -1.732438 -1.271564 -0.27 -0.39 -0.04
C -4.157113 -1.368813 -0.856481 0.31 0.05 -0.12
H -4.282122 -4.829237 -1.097129 0.06 0.24 -0.01
H -2.028614 -3.589999 -1.768590 -0.04 0.07 0.05
H -4.449040 -0.334506 -0.687120 0.09 -0.21 -0.03
```
Forces are in eV/Å.

Results
E: -2310.68478 a.u.
Total charge: +2
2S+1: 1
Relative energy (zero: lowest compared OMol25 entry of this formula, charge and spin): 74.6 kcal per mole
HOMO: -13.29 eV



No. 2
C31H39N3OP | ωB97M-V/def2-TZVPD

```
75
Properties=species:S:1:pos:R:3:forces:R:3
C 5.359871 3.966130 -0.106994 -0.09 -0.12 -0.24
O 4.785763 3.348154 -1.271373 -0.19 -0.03 0.45
C 3.580838 2.712092 -1.182062 -0.35 0.29 -0.10
C 2.759469 2.701675 -0.027117 0.83 0.14 -0.88
C 1.526664 2.071953 -0.083840 -0.44 0.08 -0.15
C 1.070499 1.517364 -1.282638 -0.26 -1.58 -0.26
C -0.284633 0.815674 -1.396880 0.06 0.84 -1.34
C -1.423290 1.731542 -1.022401 -0.44 1.23 1.22
C -2.834385 1.497973 -1.246347 0.35 0.56 0.42
C -3.546927 0.523179 -1.930961 -0.96 0.10 -0.07
C -4.945560 0.621359 -1.982774 0.47 -0.12 0.19
C -5.636590 1.672475 -1.343428 0.35 0.17 0.02
C -4.922706 2.690795 -0.705580 -0.65 -0.55 -0.29
C -3.549264 2.586354 -0.677703 0.85 0.46 -0.11
N -2.625864 3.512250 -0.204760 0.56 -0.39 -0.27
C -2.866170 4.821631 0.387836 -0.18 -0.16 0.02
C -1.369762 3.021428 -0.439450 0.14 -2.04 -0.35
C 1.927624 1.416964 -2.385683 -0.01 0.75 0.48
C 3.140511 2.088114 -2.373558 0.22 -0.05 0.47
H 6.346217 4.310211 -0.438394 -0.31 -0.09 0.18
H 4.772525 4.827860 0.246106 0.06 -0.25 -0.21
H 5.474719 3.248782 0.718755 -0.04 0.09 -0.25
H 3.049972 3.255646 0.858651 0.10 -0.26 -0.02
H 0.898824 2.070245 0.818402 0.21 -0.05 -0.51
H -0.534927 0.510226 -2.445861 0.73 0.44 0.34
H -3.006237 -0.262798 -2.442754 -0.16 -0.11 -0.09
H -5.509993 -0.136351 -2.518592 0.05 0.12 0.06
H -6.728386 1.707456 -1.378959 0.42 0.00 -0.02
H -5.399886 3.551025 -0.260687 -0.27 -0.06 -0.02
H -3.955295 4.909356 0.493551 0.45 0.32 0.11
H -2.382538 4.884884 1.385480 -0.36 0.00 -0.59
H -2.477630 5.625194 -0.268090 -0.29 -0.40 0.36
H -0.489901 3.578387 -0.142722 -0.26 0.03 -0.07
H 1.608670 0.831780 -3.248265 0.06 0.41 0.01
H 3.735540 2.149240 -3.283191 0.13 -0.08 0.37
C 3.706604 -1.403334 -0.650500 0.31 0.46 -0.20
C 2.684642 -2.513759 -0.513711 0.67 0.10 -0.71
C 2.376203 -3.007189 -1.922781 -0.09 -0.23 -0.43
C 3.225972 -3.664542 0.303543 0.25 -0.60 0.29
N 1.443816 -1.990258 0.084061 -1.34 -0.61 0.38
P -0.021664 -2.253130 -0.690537 0.29 0.27 1.57
H -0.152054 -0.205470 -0.974879 -0.75 0.93 0.73
N -0.898262 -1.943084 0.708750 1.47 -0.72 -0.37
C -2.300112 -2.368402 0.808486 -1.03 0.11 -0.22
C -2.449031 -3.490934 1.809504 -0.14 -0.59 0.42
C -2.772093 -2.867116 -0.551949 -0.14 -0.18 -0.46
C -3.175967 -1.183977 1.171220 -0.27 0.46 -0.03
C -0.065309 -1.668373 1.811955 -0.38 0.02 -0.33
C 1.282551 -1.698469 1.453467 0.19 0.08 -0.43
C 2.270655 -1.485168 2.407613 0.24 0.32 0.95
C 1.907454 -1.276076 3.749732 -0.14 -0.05 -1.01
C 0.554180 -1.245644 4.109507 -0.43 -0.09 -0.92
C -0.437399 -1.427185 3.128768 0.28 0.30 0.98
H 4.047126 -1.042415 0.312870 0.15 0.07 0.09
H 4.582245 -1.737351 -1.228309 -0.32 0.01 0.27
H 3.257402 -0.560284 -1.177796 0.07 0.05 -0.01
H 1.655692 -3.839319 -1.928215 0.21 0.12 -0.02
H 1.986749 -2.202255 -2.567175 0.13 -0.18 0.17
H 3.307277 -3.373802 -2.375955 -0.30 0.12 0.12
H 2.500001 -4.469884 0.416174 -0.16 0.02 -0.02
H 4.088330 -4.095859 -0.208027 -0.01 0.11 -0.03
H 3.559600 -3.376596 1.298384 -0.04 0.03 -0.06
H -2.234802 -3.199035 2.834604 0.00 0.03 -0.05
H -3.480364 -3.848100 1.788441 0.02 0.09 -0.01
H -1.819785 -4.348454 1.571308 0.14 0.01 -0.11
H -2.757369 -2.074307 -1.315243 0.02 -0.19 0.26
H -2.179568 -3.716278 -0.921119 -0.18 0.05 0.12
H -3.813341 -3.203714 -0.453701 0.32 0.11 -0.06
H -3.073178 -0.409762 0.407300 -0.07 -0.03 0.14
H -4.236290 -1.474906 1.213018 0.39 0.02 0.04
H -2.887791 -0.751439 2.123703 -0.13 0.07 0.12
H 3.315470 -1.447529 2.119603 -0.23 -0.05 0.16
H 2.674815 -1.103330 4.496588 -0.07 -0.06 -0.13
H 0.265737 -1.053770 5.137804 0.01 -0.05 -0.16
H -1.485905 -1.357780 3.395781 0.30 -0.03 0.07
```
Forces are in eV/Å.

Results
E: -1785.33404 a.u.
Total charge: +1
2S+1: 1
HOMO: -9.88 eV



Number 1: LUMO -4.90 eV, orbital gap 8.39 eV. Number 2: LUMO -4.01 eV, orbital gap 5.87 eV.